1.
A structure of composition C38H42CaF5NPSi3, computed with ωB97M-V with the def2-TZVPD basis set.

Computed properties:
- HOMO energy: -5.089 eV
- Lowest unoccupied orbital energy: 2.5 eV
- Energy relative to the best compared isomer or geometry (same formula, charge and spin): 0.014 eV
- Total charge: -1

```
91
Properties=species:S:1:pos:R:3:forces:R:3:lowdin_charge:R:1
Ca -0.59131 -0.10222 -0.30180 0.0 0.0 0.0 1.138
C 4.42976 -5.64582 -0.45236 0.0 0.0 0.0 -0.104
C 3.19188 -5.46138 -1.05526 0.0 0.0 0.0 -0.092
C 2.46281 -4.31103 -0.79806 0.1 0.0 0.0 -0.103
C 2.95244 -3.33641 0.07462 -0.1 -0.1 -0.1 -0.371
C 4.19227 -3.53125 0.67414 0.0 0.0 0.0 -0.088
C 4.92834 -4.67914 0.40845 0.0 0.0 0.0 -0.094
P 1.85185 -1.90628 0.36505 0.0 0.1 0.2 1.047
C 2.97081 -0.70602 1.19228 0.0 0.0 -0.1 -0.370
C 3.87670 -0.00311 0.39246 0.0 -0.1 0.0 -0.114
C 4.71548 0.95316 0.93907 0.0 0.0 0.1 -0.096
C 4.65067 1.23396 2.29898 0.0 0.0 0.0 -0.107
C 3.74472 0.55611 3.09892 0.0 0.0 0.0 -0.089
C 2.90560 -0.40728 2.54974 0.0 0.0 0.0 -0.078
C 0.74115 -2.40615 1.70828 -0.1 0.1 0.0 -0.478
C 0.97565 -3.46551 2.58803 0.0 0.0 -0.1 -0.113
C 0.09562 -3.66835 3.63753 -0.1 0.0 0.0 -0.118
C -0.98386 -2.80012 3.79914 0.0 0.0 0.0 -0.115
C -1.18759 -1.75304 2.90985 0.1 0.0 -0.1 -0.167
C -0.34721 -1.51201 1.80690 0.1 0.0 -0.1 -0.258
H 5.00571 -6.54041 -0.65481 0.0 0.0 0.0 0.095
H 2.79734 -6.20928 -1.73170 0.0 0.0 0.0 0.099
H 1.50045 -4.15818 -1.27553 0.0 0.0 0.0 0.101
H 4.58437 -2.78380 1.35272 0.0 0.0 0.0 0.102
H 5.89327 -4.81974 0.88027 0.0 0.0 0.0 0.097
H 3.91443 -0.20795 -0.67217 0.0 0.0 0.0 0.095
H 5.40804 1.49224 0.30397 0.0 0.0 0.0 0.100
H 5.29202 1.99495 2.72661 0.0 0.0 0.0 0.097
H 3.67792 0.78461 4.15545 0.0 0.0 0.0 0.101
H 2.18595 -0.92182 3.17498 0.0 0.0 0.0 0.104
H 1.82996 -4.12201 2.45310 0.0 0.0 0.0 0.094
H 0.24856 -4.48890 4.32929 0.0 0.0 0.0 0.088
H -1.67273 -2.95173 4.62431 0.0 0.0 0.0 0.088
H -2.04688 -1.10687 3.07658 0.0 0.0 0.0 0.075
C -3.70844 1.50026 -1.37799 0.1 -0.1 0.0 -0.170
Si -2.27246 2.72922 -1.30901 -0.1 0.1 0.0 0.326
C -3.12847 4.41934 -1.27222 0.0 0.0 0.0 -0.181
C -1.47561 2.56500 -3.01820 0.0 0.0 0.0 -0.175
C -1.05757 2.44363 0.03730 0.1 0.0 0.1 -0.559
Si -1.65912 2.71020 1.75209 0.0 -0.1 0.0 0.332
C -1.81307 4.53207 2.25154 0.0 0.0 0.0 -0.183
C -3.37905 1.97551 2.02998 0.0 0.0 0.0 -0.187
C -0.57093 1.94124 3.09474 0.0 0.1 0.0 -0.178
Si 0.54941 3.22151 -0.30642 0.0 0.0 0.0 0.403
C 0.51794 5.00169 -0.95334 0.0 0.0 0.0 -0.181
C 1.79301 3.27133 1.10741 0.0 0.0 0.0 -0.169
C 1.50880 2.23279 -1.64520 0.0 0.1 0.0 -0.298
C 2.45302 2.81104 -2.49565 0.0 0.0 0.0 -0.070
C 3.11503 2.03618 -3.43191 0.0 0.0 0.0 -0.071
C 2.82451 0.68257 -3.50505 0.0 0.0 0.0 -0.062
C 1.89437 0.16614 -2.62146 0.0 0.0 0.0 -0.177
N 1.25870 0.91209 -1.71635 -0.1 -0.1 0.0 -0.026
H -4.29113 1.70445 -2.28158 0.0 0.0 0.0 0.034
H -4.37923 1.58017 -0.52232 0.0 0.0 0.0 0.014
H -3.37765 0.46004 -1.44744 0.0 0.0 0.0 0.000
H -3.78987 4.53044 -2.13702 0.0 0.0 0.0 0.024
H -2.40972 5.24235 -1.28320 0.0 0.0 0.0 0.015
H -3.73941 4.52365 -0.37130 0.0 0.0 0.0 0.015
H -2.23039 2.77897 -3.78133 0.0 0.0 0.0 0.031
H -1.11759 1.54505 -3.19080 0.0 0.0 0.0 0.021
H -0.63765 3.24629 -3.18234 0.0 0.0 0.0 0.013
H -2.48213 5.07285 1.57733 0.0 0.0 0.0 0.013
H -0.83891 5.02983 2.22012 0.0 0.0 0.0 0.015
H -2.20393 4.62900 3.26896 0.0 0.0 0.0 0.024
H -4.15254 2.52430 1.48776 0.0 0.0 0.0 0.016
H -3.61614 2.03508 3.09642 0.0 0.0 0.0 0.026
H -3.43609 0.92508 1.73116 0.0 0.0 0.0 0.024
H 0.32654 2.53320 3.28232 0.0 0.0 0.0 0.011
H -0.26308 0.92287 2.84789 0.0 0.0 0.0 -0.005
H -1.13926 1.89788 4.02955 0.0 0.0 0.0 0.030
H -0.01561 5.62950 -0.23364 0.0 0.0 0.0 0.025
H 0.00862 5.09535 -1.91482 0.0 0.0 0.0 0.019
H 1.52804 5.40897 -1.05699 0.0 0.0 0.0 0.020
H 1.46928 3.93549 1.91258 0.0 0.0 0.0 0.025
H 2.74731 3.64703 0.72604 0.0 0.0 0.0 0.033
H 1.97291 2.28047 1.53168 0.0 0.0 0.0 0.016
H 2.65276 3.87309 -2.42593 0.0 0.0 0.0 0.094
H 3.84067 2.48172 -4.10229 0.0 0.0 0.0 0.102
H 3.30210 0.03765 -4.23013 0.0 0.0 0.0 0.103
H 1.64008 -0.88649 -2.63626 0.0 0.0 0.0 0.084
F -3.03979 -1.80494 -0.31442 0.0 0.0 0.0 0.008
C -2.63812 -2.22470 -1.55888 0.0 0.0 0.0 -0.287
C -1.55764 -1.60752 -2.14027 0.0 0.0 0.0 -0.064
C -1.25255 -2.09219 -3.38822 0.0 0.0 0.0 -0.268
F -0.19878 -1.57873 -4.09095 0.0 0.0 0.0 0.025
C -1.94484 -3.10924 -4.02488 0.0 0.0 0.0 -0.162
F -1.59686 -3.54832 -5.24983 0.0 0.0 0.0 0.085
C -3.02361 -3.69152 -3.38344 0.0 0.0 0.1 -0.151
F -3.71312 -4.67785 -3.97870 0.0 0.0 0.0 0.096
C -3.38334 -3.24441 -2.12419 0.0 0.0 0.0 -0.158
F -4.43209 -3.80466 -1.49685 0.0 0.0 0.0 0.093
```
Forces are in eV/Å.

---

2.
An isolated molecule of C21H22N6O, computed with ωB97M-V with the def2-TZVPD basis set.

Computed properties:
- HOMO energy: -7.983 eV
- Lowest unoccupied orbital energy: 0.6 eV
- Energy relative to the best compared isomer or geometry (same formula, charge and spin): 0.000 eV
- Total charge: 0
- SMILES string: Cc1c[nH]c2ncc(-c3nc(C4CC4)c4nc5n(c4n3)CCOC5(C)C)cc12

```
50
Properties=species:S:1:pos:R:3:forces:R:3:nbo_charge:R:1
N 2.11960 3.21197 0.25534 0.0 0.2 0.8 -0.487
N -0.18685 -3.96932 0.79162 -0.2 -0.2 -0.1 -0.443
N 1.30140 -0.18385 0.78571 -0.8 -0.7 0.2 -0.498
N -0.61028 0.66268 -0.32259 0.2 1.0 -0.6 -0.498
O 5.34604 2.71932 2.15846 -0.8 -1.1 -0.2 -0.530
C 3.09983 2.78621 1.03940 -0.6 -0.6 -0.7 0.396
C -3.51478 -5.10953 0.20946 0.1 1.4 -0.7 -0.035
C -3.66069 -3.78535 -0.14275 0.5 -0.1 0.3 -0.064
C 0.05050 -0.32832 0.27238 2.2 1.7 0.2 0.419
C 0.26846 -2.70987 0.77550 0.3 -1.4 -0.1 0.072
C -1.46647 -4.15273 0.42026 1.0 -0.7 1.0 0.358
C 1.79870 1.02908 0.73784 0.1 -1.1 0.7 0.358
C -0.00844 1.86636 -0.47682 -1.0 0.8 -0.5 0.274
C -1.82327 -1.87679 -0.08146 -0.4 1.1 0.2 -0.102
C 1.22316 2.11364 0.11566 1.5 0.8 0.1 0.041
C -2.33107 -3.13561 0.04044 -2.1 -1.7 -0.6 -0.143
C -0.51452 -1.65254 0.34388 -1.0 0.1 -0.6 -0.183
N -2.17343 -5.34869 0.49440 0.4 -0.1 0.2 -0.547
N 2.96650 1.43907 1.33633 0.7 0.5 0.5 -0.376
C -4.93154 -3.09816 -0.55839 0.6 0.3 0.5 -0.632
C 4.91606 4.45663 0.61222 0.0 0.5 -0.5 -0.611
C 3.79382 4.46856 2.78059 -1.3 -0.1 0.6 -0.632
C 4.89629 1.54905 2.89136 -0.4 1.0 -0.1 -0.075
C 3.99581 0.64232 2.04055 0.4 0.8 -0.8 -0.233
C -1.75994 2.71098 -2.28968 0.1 0.3 0.5 -0.404
C -2.18241 3.19962 -0.91145 -0.1 0.1 -0.7 -0.404
C 4.28618 3.57362 1.65754 -0.3 0.1 0.1 0.220
C -0.69641 3.00472 -1.22283 -0.5 -0.4 0.5 -0.282
H -4.32143 -5.85332 0.25194 0.8 0.2 0.0 0.221
H 1.32794 -2.53471 1.05653 -1.0 -0.2 -0.1 0.223
H -2.47947 -1.06927 -0.43159 0.6 -0.2 0.2 0.237
H -1.76338 -6.24527 0.73257 -0.1 0.5 0.0 0.421
H -5.15556 -2.29334 0.16283 -0.1 -0.2 -0.4 0.216
H -5.76822 -3.77487 -0.60203 -0.3 -0.4 0.2 0.217
H -4.84104 -2.69005 -1.56102 0.1 0.3 -0.1 0.217
H 4.21501 5.23344 0.28252 0.0 -0.3 0.1 0.228
H 5.15108 3.84341 -0.23393 0.4 -0.2 -0.6 0.219
H 5.82339 4.96667 0.95258 -0.2 -0.3 0.2 0.223
H 3.15732 3.90639 3.51370 0.8 0.5 -0.4 0.210
H 3.11881 5.24690 2.36156 0.5 -0.4 0.3 0.230
H 4.67435 4.92251 3.25468 -0.4 -0.1 0.0 0.226
H 5.78234 1.01333 3.27273 -0.3 0.2 -0.5 0.212
H 4.35255 1.88688 3.78486 -0.1 0.0 -0.1 0.172
H 3.51695 -0.08007 2.67429 -0.3 -0.5 0.1 0.228
H 4.60761 0.15685 1.26776 -0.2 -0.1 0.3 0.208
H -1.91476 1.67190 -2.58548 0.1 0.3 0.3 0.230
H -1.90859 3.44471 -3.10187 0.3 -0.5 0.6 0.219
H -2.64261 4.20298 -0.92186 0.6 -0.5 0.3 0.217
H -2.59397 2.51838 -0.17424 0.0 -0.1 -0.3 0.224
H -0.08174 3.90234 -1.25064 -0.1 -0.3 -0.3 0.242
```
Forces are in eV/Å.

---

3.
A structure of composition C35H36F5N2O4OsP2Se3, computed with ωB97M-V with the def2-TZVPD basis set.

Computed properties:
- HOMO energy (alpha / beta): -10.508 / -10.523 eV
- Lowest unoccupied orbital energy (alpha / beta): -4.6 / -4.6 eV
- Energy relative to the best compared isomer or geometry (same formula, charge and spin): 1.602 eV
- Total charge: +1

```
88
Properties=species:S:1:pos:R:3:forces:R:3:lowdin_charge:R:1
Os -0.10439 0.95822 -0.10266 -0.5 0.6 0.3 0.800
N -0.87765 0.17875 1.69324 0.0 -0.1 0.1 -0.020
C -0.75959 1.15287 2.77160 0.0 0.0 -0.1 -0.198
C -0.96715 0.83171 4.07988 -0.1 0.0 0.0 0.012
C -0.85262 1.82638 5.07406 0.0 0.0 0.0 -0.041
C -0.53888 3.11229 4.73668 0.0 0.0 0.0 -0.002
C -0.31514 3.46350 3.38489 0.0 0.0 0.0 -0.133
C 0.03221 4.76792 2.95828 0.0 0.0 0.0 0.027
C 0.25524 5.00613 1.63500 0.0 0.0 0.0 -0.001
C 0.13710 3.94643 0.71637 0.0 0.0 0.0 -0.072
N -0.19851 2.73210 1.07641 0.1 -0.2 -0.1 -0.055
C -0.42273 2.46832 2.40015 0.1 0.0 0.0 -0.174
H -1.86337 -0.08681 1.61829 0.0 -0.1 0.0 0.068
H -0.38960 -0.67797 1.95998 0.0 0.1 0.0 0.088
H -1.22916 -0.18404 4.35270 0.0 0.0 0.0 0.125
H -1.01649 1.55963 6.10885 0.0 0.0 0.0 0.116
H -0.45062 3.87622 5.49831 0.0 0.0 0.0 0.125
H 0.12756 5.55960 3.69070 0.0 0.0 0.0 0.130
H 0.53494 5.98485 1.27389 0.0 0.0 0.0 0.120
H 0.33404 4.09482 -0.33638 0.0 0.0 0.0 0.106
Se -3.13566 -1.49089 -1.24452 0.0 0.3 -0.1 0.546
P -1.25843 -2.46545 -0.72355 0.0 0.0 -0.1 0.295
Se 0.48031 -1.21067 -1.12429 0.2 -0.3 -0.2 0.495
C -1.30286 -3.00123 1.00678 -0.1 0.0 0.0 -0.427
C -2.51914 -3.33478 1.59982 0.0 0.0 0.0 -0.096
C -2.55163 -3.74823 2.92267 0.0 0.0 0.0 -0.054
C -1.37376 -3.83497 3.65379 0.0 0.0 0.0 -0.060
C -0.15897 -3.51608 3.06187 0.0 0.0 0.0 -0.064
C -0.11985 -3.09881 1.73818 0.0 0.0 0.0 -0.139
C -1.09520 -3.94887 -1.73683 0.0 0.0 0.0 -0.408
C -1.63949 -4.01573 -3.01700 0.0 0.0 0.0 -0.101
C -1.41720 -5.13833 -3.79785 0.0 0.0 0.0 -0.061
C -0.65181 -6.18760 -3.30764 0.0 0.0 0.0 -0.060
C -0.10688 -6.11907 -2.03371 0.0 0.0 0.0 -0.061
C -0.32732 -5.00185 -1.24349 0.0 0.0 0.0 -0.075
H -3.44240 -3.25347 1.03921 0.0 0.0 0.0 0.086
H -3.49747 -3.99870 3.38367 0.0 0.0 0.0 0.116
H -1.40322 -4.15703 4.68635 0.0 0.0 0.0 0.113
H 0.76056 -3.59391 3.62718 0.0 0.0 0.0 0.114
H 0.82530 -2.84617 1.26966 0.0 0.0 0.0 0.085
H -2.23241 -3.19632 -3.40148 0.0 0.0 0.0 0.075
H -1.84343 -5.19385 -4.79032 0.0 0.0 0.0 0.113
H -0.48151 -7.06296 -3.92012 0.0 0.0 0.0 0.112
H 0.48711 -6.93805 -1.65114 0.0 0.0 0.0 0.112
H 0.09408 -4.95904 -0.24705 0.0 0.0 0.0 0.103
F -7.02949 1.21952 1.79391 0.0 -0.1 0.0 0.142
C -5.69950 1.17329 1.64887 0.2 0.9 0.5 -0.265
C -4.90722 2.27312 1.93489 -0.3 -0.1 0.1 -0.041
F -5.15285 3.19847 2.82875 0.0 -0.3 -0.4 0.205
C -3.67760 2.35932 1.12777 -0.1 -0.2 -0.1 -0.220
F -2.87030 3.37957 1.35405 0.0 0.0 -0.1 0.142
C -3.56731 1.35623 0.24994 -0.2 0.3 0.2 -0.381
Se -2.21683 1.00969 -1.07586 0.0 -0.4 0.1 0.729
C -4.83483 0.51049 0.47420 0.3 -0.1 -0.3 -0.396
F -5.55779 0.22259 -0.62296 0.1 0.1 0.1 0.078
C -4.98453 -0.20024 1.69893 -0.3 -0.5 -0.2 -0.032
F -3.84466 -0.37753 2.41558 0.2 0.2 0.1 0.021
C 0.75919 1.15077 -3.75942 0.0 0.0 0.0 -0.039
C 1.17951 2.36624 -2.96096 0.0 0.0 0.1 -0.580
C 0.13791 3.46789 -3.02298 0.0 0.0 0.0 -0.025
C 2.53506 2.88419 -3.40853 0.0 0.0 0.0 -0.019
O 1.24320 1.97532 -1.52214 0.0 0.0 -0.1 -0.366
P 2.60453 1.63173 -0.63259 0.0 0.0 0.1 0.259
O 3.53891 2.74639 -0.49257 0.0 0.0 0.0 -0.217
O 1.83503 1.13478 0.61044 0.2 -0.1 0.0 -0.415
O 3.13258 0.38500 -1.44932 -0.1 0.0 -0.1 -0.230
C 4.46025 -0.22793 -1.26487 0.0 0.0 0.0 -0.603
C 4.74594 -0.36168 0.22180 0.0 0.0 0.0 -0.027
C 5.49040 0.64055 -1.96478 0.0 0.0 0.0 -0.023
C 4.32877 -1.58629 -1.92751 0.0 0.0 0.0 -0.026
H 0.69441 1.42335 -4.81349 0.0 0.0 0.0 0.103
H -0.21771 0.78304 -3.44192 0.0 0.0 0.0 0.053
H 1.48582 0.34627 -3.65079 0.0 0.0 0.0 0.076
H -0.04225 3.74318 -4.06212 0.0 0.0 0.0 0.103
H 0.48538 4.35741 -2.49577 0.0 0.0 0.0 0.088
H -0.80956 3.13733 -2.59235 0.0 0.0 0.0 0.051
H 2.43414 3.24159 -4.43378 0.0 0.0 0.0 0.104
H 3.28889 2.09845 -3.39645 0.0 0.0 0.0 0.077
H 2.87530 3.70582 -2.78077 0.0 0.0 0.0 0.093
H 4.81398 0.61709 0.70020 0.0 0.0 0.0 0.087
H 5.69973 -0.87084 0.36207 0.0 0.0 0.0 0.098
H 3.96362 -0.94368 0.71110 0.0 0.0 0.0 0.088
H 5.49160 1.64815 -1.55104 0.0 0.0 0.0 0.082
H 5.28215 0.69240 -3.03458 0.0 0.0 0.0 0.088
H 6.48149 0.20429 -1.83447 0.0 0.0 0.0 0.096
H 3.56371 -2.18377 -1.43045 0.0 0.0 0.0 0.067
H 5.27924 -2.11778 -1.87269 0.0 0.0 0.0 0.097
H 4.05779 -1.47266 -2.97777 0.0 0.0 0.0 0.092
```
Forces are in eV/Å.

---

> Look up the total charge of the first one.

-1

---

> The lowest total charge belongs to which entry?

C38H42CaF5NPSi3

---

> Among the records above, which one has the lowest energy relative to the best compared isomer or geometry (same formula, charge and spin)?

C21H22N6O